(a)
13
Properties=species:S:1:pos:R:3 method="wB97M-V/def2-TZVPD" e_homo_ev=-8.67 e_lumo_ha=-0.023 homo_lumo_gap_ev=8.05 mol_weight_da=130.2
H -1.8586 1.1385 1.7935
C 0.3943 -1.1998 -1.3886
H 0.1291 -1.7694 -2.3872
H 0.5731 -0.1622 -1.7509
S -2.1736 -1.5113 1.5737
C -1.1168 -0.3289 0.6012
H -0.1684 1.5157 1.5253
C -0.6170 -1.2247 -0.2805
H 1.2671 -1.5643 -0.9752
H -1.3919 1.7101 0.2272
C -1.0733 1.0917 1.0966
C -1.3229 -2.4263 0.2501
S -1.3200 -4.0160 -0.0915



(b)
13
Properties=species:S:1:pos:R:3 method="wB97M-V/def2-TZVPD" e_homo_ev=-8.80 e_lumo_ha=0.014 homo_lumo_gap_ev=9.19 mol_weight_da=130.2 smiles="C=C1SC[C@@H]2S[C@@H]12"
H 2.2145 2.2176 0.3123
C -0.9363 -0.6527 0.3892
H -0.3599 -2.2853 -0.9814
H -0.2974 -2.6324 0.7162
C -0.6572 0.4595 -0.4519
H -0.6742 0.0239 -1.3986
C 0.7462 0.7812 -0.0922
S 1.5615 -0.8558 -0.1100
S -2.4075 0.2069 -0.0681
C -0.1694 -1.8528 -0.0147
H 0.4821 2.9186 0.1639
C 1.2123 2.0529 0.0876
H -0.7148 -0.3817 1.4476



Energetically preferred structure: (a) | next structure: +1.811 eV



(a)
20
Properties=species:S:1:pos:R:3 method="wB97M-V/def2-TZVPD" e_homo_ev=-9.15 e_lumo_ha=0.032 homo_lumo_gap_ev=10.01 mol_weight_da=116.2 smiles="C[C@@H](N)CNCC=O"
H 1.9694 0.0421 -1.5513
H -3.1950 0.8349 -0.7111
H -0.6908 -0.7340 1.2686
H 0.7573 0.3787 1.6220
C -2.8318 1.6813 -0.2055
C 1.3659 -0.9291 -1.4875
N -0.5550 0.8411 -0.0056
H 1.9915 -1.8744 -1.8122
H 0.2789 -2.1467 -0.1448
H 2.7016 -2.3992 -0.1569
C 0.9528 -1.3019 -0.0045
H -1.2831 2.7303 0.9444
H 2.5560 -1.1960 1.2151
O -3.5050 2.6614 -0.2625
H 0.4822 -0.8962 -2.2026
H -1.7854 1.2156 1.7867
N 2.0538 -1.9597 0.6298
C -1.6376 1.6850 0.7380
H 0.1921 1.5097 -0.4592
C 0.1821 -0.1431 0.7991



(b)
20
Properties=species:S:1:pos:R:3 method="wB97M-V/def2-TZVPD" e_homo_ev=-8.92 e_lumo_ha=0.033 homo_lumo_gap_ev=9.82 mol_weight_da=116.2 smiles="CNC(=O)[C@H](C)NC"
H -0.5761 1.8693 1.8672
H -1.4235 -0.3318 2.9832
H 1.3530 -0.5223 -2.4153
C -0.2441 0.2477 0.4924
H -2.5649 -0.2868 1.5736
C 0.8674 -0.0869 -0.5401
H -2.2247 -1.7731 2.2347
H 0.0589 -1.5842 1.4839
C -0.5508 0.5094 -2.5419
H -1.0974 0.5992 -0.0950
H -0.8945 1.3415 -1.9252
H 0.7268 2.1257 0.7086
N -0.6609 -1.0089 1.0737
O 1.9912 -0.3641 -0.1417
C 0.2584 1.3879 1.3605
H 1.0454 1.0231 2.0213
C -1.7313 -0.8115 2.0548
H -0.2813 0.9852 -3.4827
H -1.3642 -0.2015 -2.6570
N 0.6026 -0.0897 -1.8905



(c)
20
Properties=species:S:1:pos:R:3 method="wB97M-V/def2-TZVPD" e_homo_ev=-8.98 e_lumo_ha=0.037 homo_lumo_gap_ev=9.98 mol_weight_da=116.2 smiles="CC[C@@H](C=O)NCN"
N -0.1816 -2.0006 -2.1643
H -0.2383 1.1813 -0.6426
H -3.1166 1.4872 0.1755
C -1.2015 0.7710 1.1823
H -1.1692 1.7724 1.6337
C 1.2503 1.3332 0.7981
H -2.3072 0.1232 -0.5221
H 1.7212 -1.2225 -1.6287
H -3.1917 -0.1301 0.8395
H 0.5238 -0.1197 -2.1124
H 1.2026 2.4208 0.6966
N 0.2864 -0.7811 -0.0985
O 2.1081 0.7355 1.4001
H -1.1103 0.1425 2.0686
C 0.6682 -1.0083 -1.4853
H 0.9910 -1.0834 0.5739
H 0.2840 -2.9049 -2.2001
H -1.0898 -2.0200 -1.7229
C -2.5069 0.6291 0.4408
C 0.0196 0.6055 0.2518



(d)
20
Properties=species:S:1:pos:R:3 method="wB97M-V/def2-TZVPD" e_homo_ev=-9.39 e_lumo_ha=0.003 homo_lumo_gap_ev=9.48 mol_weight_da=116.2
H 0.3021 -0.8806 2.7775
H 2.2396 0.7782 0.4804
H -0.7254 -1.5449 0.5566
O 0.3321 1.0868 -1.2813
C -1.0761 0.6052 -0.7309
H -1.8823 0.1386 -2.6533
H 0.4931 0.7631 -2.1792
H 0.6814 0.7266 2.1289
H -1.2806 2.1191 0.4386
C 2.3003 -0.2774 0.2070
H 2.7102 -0.8242 1.0641
C -1.6828 -0.3643 -1.7066
H -0.9873 0.2192 2.3020
C 0.0130 -0.1281 2.0426
H -0.9931 -1.1902 -1.8754
N 1.0198 -0.8383 -0.1463
C -0.0211 -0.7202 0.6589
H 2.9689 -0.3880 -0.6453
H -2.6201 -0.7390 -1.2997
N -1.7917 1.4585 -0.1385



Energetically preferred structure: (b) | next structure: +0.867 eV